Computed, not measured: a cluster of 3 separate species, C4H14NO2 in total in a non-equilibrium geometry, with the ωB97M-V functional and the def2-TZVPD basis.

The geometry in XYZ format:
```
21
Properties=species:S:1:pos:R:3:forces:R:3
C 1.4536 1.9650 -0.1735 0.53 1.07 -0.52
C 1.4754 0.4717 -0.5017 -1.62 0.64 0.35
C 0.0496 -0.0469 -0.7130 -0.10 0.14 0.17
C -1.5616 -1.0013 0.8736 -0.02 -1.73 0.59
N -0.7220 -0.1264 0.5357 0.17 0.73 0.34
H 2.3687 2.4344 -0.5346 0.20 -0.16 0.00
H 1.4307 2.2908 0.8626 -0.30 -0.49 0.34
H 0.6847 2.5301 -0.7115 -0.18 -0.31 0.05
H 1.9060 -0.0543 0.3390 0.80 -0.50 -0.38
H 1.9181 0.3711 -1.4879 0.64 -0.48 0.29
H -0.0685 -1.0018 -1.2097 0.24 -0.07 -0.01
H -0.4732 0.7046 -1.2894 -0.22 -0.07 -0.39
H -1.6619 -1.9542 0.3636 0.06 0.40 -0.84
H -2.1100 -1.0151 1.8007 0.08 0.86 0.27
H -0.5739 0.6570 1.1722 -0.22 0.04 0.00
H -0.5303 -1.6599 4.3048 -0.59 0.31 -0.05
H 0.5720 -1.1774 3.4889 -0.13 0.42 -0.30
O -0.3833 -1.0297 3.5810 0.76 -0.74 0.32
H -1.8440 -0.3343 -3.8553 -0.02 -0.07 -0.19
H -0.6599 -1.3020 -3.6558 -0.15 0.04 -0.22
O -1.2702 -0.7213 -3.1897 0.07 -0.04 0.18
```
Forces are in eV/Å.

As for the charge: +1. The HOMO energy is -0.5540 Eh. The value obtained for the electronic energy is -9952.9750 eV.